Below is a cluster of 2 separate species, CHNO2S in total at a distorted geometry, with properties calculated with ωB97M-V/def2-TZVPD.

XYZ file:
```
6
Properties=species:S:1:pos:R:3:forces:R:3:lowdin_charge:R:1
C 0.322 0.468 0.887 1.029 8.500 -1.488 -0.427
N -0.603 -0.260 -0.749 -6.637 1.246 3.646 -0.514
O 0.145 1.810 0.619 1.022 -9.247 2.728 -0.055
O 0.899 -0.525 1.174 -1.453 1.906 0.938 0.071
S 0.601 -0.597 -1.436 5.927 -2.271 -5.224 0.857
H -1.364 -0.897 -0.495 0.112 -0.134 -0.601 0.068
```
Positions in Å, forces in eV/Å.

Properties
Energy: -641.980933 a.u.
Strongest force on any atom: 9.69 eV/Å
Orbital gap (spin up / spin down): 7.3 / 7.3 eV
ΔE to the lowest compared entry with this formula, charge and spin: 2.9843 eV